[1]
ORCA calculation (the ωB97M-V functional and the def2-TZVPD basis) on a molecular structure, C37H63ClFN9O3P3SSc.

Structure (XYZ):
```
119
Properties=species:S:1:pos:R:3
Sc -1.694 0.337 -1.357
Cl -3.418 2.770 -1.796
C -2.793 4.154 -0.901
C -3.498 5.337 -1.054
C -3.097 6.453 -0.339
C -2.012 6.375 0.525
C -1.325 5.183 0.658
C -1.687 4.042 -0.067
P -0.789 2.474 0.153
C -0.737 2.245 1.955
C 0.287 2.768 2.741
C 0.271 2.593 4.118
C -0.763 1.890 4.718
C -1.783 1.359 3.939
C -1.768 1.533 2.564
C 0.947 2.845 -0.252
C 1.841 1.782 -0.116
C 3.191 1.974 -0.369
C 3.663 3.223 -0.757
C 2.774 4.278 -0.909
C 1.419 4.090 -0.661
H -4.352 5.377 -1.716
H -3.643 7.381 -0.448
H -1.709 7.241 1.098
H -0.491 5.124 1.349
H 1.109 3.306 2.284
H 1.067 3.008 4.722
H -0.774 1.754 5.792
H -2.586 0.803 4.407
H -2.548 1.091 1.959
H 1.506 0.794 0.191
H 3.872 1.138 -0.264
H 4.719 3.373 -0.947
H 3.135 5.254 -1.210
H 0.741 4.928 -0.768
F -1.402 -0.464 0.305
C -0.338 1.225 -5.515
P 0.147 1.947 -3.955
C 1.885 1.639 -3.745
C -0.128 3.709 -4.082
O -0.683 1.393 -2.805
H 0.321 1.583 -6.307
H -1.368 1.499 -5.746
H -0.268 0.140 -5.453
H 2.436 2.030 -4.602
H 2.038 0.564 -3.661
H 2.236 2.125 -2.837
H 0.446 4.132 -4.908
H 0.181 4.188 -3.153
H -1.190 3.896 -4.249
C -3.313 -2.828 -0.257
N -4.093 -1.908 0.557
C -4.239 -0.608 0.289
N -4.979 0.139 1.131
O -3.767 -0.063 -0.753
H -3.843 -3.775 -0.332
H -2.329 -2.989 0.182
H -3.211 -2.414 -1.256
H -4.428 -2.244 1.445
H -5.344 -0.216 1.998
H -5.042 1.124 0.949
C -6.723 -1.213 -3.279
N -5.333 -0.804 -3.157
C -4.374 -1.162 -3.996
N -4.701 -1.921 -5.044
S -2.746 -0.661 -3.810
H -7.275 -0.818 -2.431
H -6.821 -2.301 -3.278
H -7.175 -0.807 -4.186
H -5.019 -0.311 -2.335
H -5.657 -2.137 -5.276
H -3.989 -2.132 -5.720
N 0.403 -1.472 -3.098
N -0.300 -1.449 -1.847
H -0.285 -1.685 -3.809
H 1.063 -2.240 -3.086
H -0.758 -2.337 -1.678
H 0.399 -1.371 -1.088
O 1.533 -1.389 0.325
P 2.354 -2.197 1.278
N 3.203 -1.359 2.407
C 2.459 -0.504 3.353
C 3.347 0.725 3.503
C 4.749 0.134 3.378
C 4.599 -0.904 2.267
N 1.317 -3.200 2.099
C 1.738 -3.910 3.327
C 0.502 -3.910 4.245
C -0.403 -2.822 3.666
C -0.128 -2.927 2.172
N 3.510 -3.056 0.477
C 4.463 -3.959 1.166
C 4.337 -5.281 0.419
C 4.056 -4.821 -1.009
C 3.087 -3.661 -0.805
H 2.337 -1.015 4.316
H 1.462 -0.265 2.968
H 3.182 1.248 4.444
H 3.154 1.422 2.683
H 5.025 -0.362 4.311
H 5.519 0.870 3.154
H 5.300 -1.728 2.389
H 4.770 -0.465 1.279
H 2.579 -3.386 3.786
H 2.060 -4.928 3.100
H 0.772 -3.740 5.286
H -0.001 -4.876 4.194
H -0.114 -1.832 4.028
H -1.453 -2.977 3.916
H -0.382 -2.038 1.599
H -0.681 -3.780 1.755
H 4.232 -4.049 2.228
H 5.477 -3.562 1.078
H 3.491 -5.853 0.807
H 5.231 -5.895 0.509
H 3.636 -5.600 -1.642
H 4.976 -4.466 -1.478
H 2.058 -4.036 -0.734
H 3.131 -2.922 -1.606
```

Computed properties:
HOMO-LUMO gap ... 0.315 hartree
Net charge ... +2
DFT total energy ... -4909.2520 Eh
Energy above the lowest of the compared OMol25 structures with the same formula, charge and spin ... 6.22 kcal per mole

---

[2]
ORCA calculation (the ωB97M-V functional and the def2-TZVPD basis) on a molecular structure, C37H63IMnN6O6PSSb2.

Structure (XYZ):
```
118
Properties=species:S:1:pos:R:3
Mn 0.306 -0.854 0.541
C 5.948 -2.257 -1.593
Sb 5.042 -1.752 0.284
C 6.312 -2.946 1.527
C 6.278 0.003 0.586
C 6.136 1.047 -0.472
C 7.139 1.188 -1.432
C 7.091 2.172 -2.404
C 6.030 3.068 -2.413
C 5.034 2.938 -1.463
C 5.052 1.923 -0.507
C 3.947 1.865 0.492
Sb 1.987 1.265 -0.210
C 2.074 1.867 -2.255
C 1.081 2.972 0.649
H 6.895 -2.767 -1.427
H 6.127 -1.338 -2.148
H 5.298 -2.899 -2.180
H 7.279 -3.072 1.047
H 5.866 -3.921 1.708
H 6.450 -2.440 2.481
H 7.303 -0.369 0.600
H 6.056 0.395 1.578
H 7.984 0.512 -1.398
H 7.887 2.252 -3.131
H 5.983 3.862 -3.145
H 4.210 3.642 -1.457
H 3.717 2.877 0.831
H 4.166 1.259 1.367
H 1.878 2.934 -2.343
H 1.330 1.313 -2.823
H 3.061 1.650 -2.659
H 1.469 3.852 0.132
H 1.370 3.008 1.699
H 0.003 2.928 0.572
N -1.219 -2.369 0.405
C -1.163 -3.234 -0.744
C -0.637 -2.768 -1.941
C -0.499 -3.630 -3.013
C -0.858 -4.969 -2.897
C -1.378 -5.431 -1.698
C -1.542 -4.563 -0.627
S -0.686 -6.067 -4.300
O 0.550 -5.613 -4.914
O -0.634 -7.381 -3.684
O -1.890 -5.784 -5.061
H -1.348 -2.925 1.244
H -1.982 -1.693 0.342
H -0.317 -1.728 -2.042
H -0.072 -3.291 -3.947
H -1.635 -6.478 -1.618
H -1.945 -4.925 0.314
N -0.996 0.334 0.242
P -2.363 1.030 0.444
N -2.374 2.477 -0.383
C -3.565 3.328 -0.325
C -3.146 4.799 -0.381
C -1.919 4.977 -1.286
C -1.900 3.888 -2.350
C -1.745 2.505 -1.711
N -2.798 1.471 1.995
C -2.038 2.568 2.611
C -2.759 3.078 3.848
C -2.956 1.955 4.857
C -3.662 0.781 4.193
C -2.926 0.346 2.935
N -3.646 0.064 -0.009
C -5.004 0.126 0.538
C -6.041 0.601 -0.473
C -5.976 -0.216 -1.755
C -4.558 -0.199 -2.309
C -3.571 -0.696 -1.264
H -4.114 3.117 0.592
H -4.234 3.088 -1.160
H -2.927 5.164 0.624
H -3.986 5.389 -0.755
H -1.004 4.918 -0.691
H -1.928 5.964 -1.749
H -1.083 4.040 -3.056
H -2.822 3.935 -2.935
H -0.689 2.263 -1.591
H -2.175 1.740 -2.370
H -1.909 3.364 1.881
H -1.034 2.211 2.886
H -3.734 3.473 3.545
H -2.195 3.904 4.284
H -3.517 2.305 5.725
H -1.978 1.626 5.222
H -4.686 1.065 3.929
H -3.727 -0.067 4.878
H -3.460 -0.468 2.443
H -1.928 -0.035 3.193
H -5.003 0.762 1.420
H -5.272 -0.889 0.863
H -5.866 1.655 -0.702
H -7.031 0.533 -0.018
H -6.686 0.163 -2.491
H -6.263 -1.250 -1.544
H -4.291 0.821 -2.605
H -4.476 -0.828 -3.196
H -2.551 -0.647 -1.642
H -3.787 -1.751 -1.050
N 1.214 -3.957 1.528
C 1.564 -3.503 0.331
O 1.579 -2.277 0.083
C 1.945 -4.455 -0.760
I 3.688 -5.551 -0.230
H 0.904 -3.285 2.226
H 1.256 -4.940 1.739
H 2.164 -3.895 -1.662
H 1.144 -5.170 -0.949
C 0.955 -0.694 4.648
C 0.839 -0.729 3.149
O 1.519 0.029 2.430
O 0.029 -1.563 2.617
H 1.436 0.223 4.977
H 1.559 -1.543 4.972
H -0.027 -0.801 5.105
```

Computed properties:
HOMO-LUMO gap (spin up / spin down) ... 0.220 / 0.264 hartree
Net charge ... 0
DFT total energy ... -4896.4828 Eh
Spin multiplicity ... 5
Expectation value of S² ... 6.071
Energy above the lowest of the compared OMol25 structures with the same formula, charge and spin ... 0.00 kcal per mole

---

[3]
ORCA calculation (the ωB97M-V functional and the def2-TZVPD basis) on 7 unconnected molecules or ions with the total composition C37H64BBrN7O7P at a distorted geometry.

Structure (XYZ):
```
118
Properties=species:S:1:pos:R:3
C -0.353 -0.520 -2.603
C -1.160 -1.206 -1.454
B -0.312 -2.418 -0.928
O -0.461 -3.626 -1.575
C 0.748 -2.306 0.254
P 2.344 -2.952 -0.432
O 3.411 -3.009 0.598
C 0.607 -3.313 1.422
O 0.161 -4.438 1.362
O 1.119 -2.748 2.513
C 1.011 -1.276 2.490
N -0.214 -0.978 3.168
C 2.263 -0.724 3.120
C 2.299 -0.827 4.622
O 1.475 -0.421 5.394
Br 3.920 -1.674 5.340
C 0.856 -0.962 0.977
C 1.937 -0.078 0.317
C 1.747 1.420 0.613
C 3.022 2.205 0.945
C 4.034 2.239 -0.182
O 4.691 0.992 -0.492
C 5.495 0.523 0.478
O 6.132 -0.489 0.326
H -0.806 -0.722 -3.571
H 0.674 -0.878 -2.658
H -0.357 0.551 -2.428
H -2.111 -1.539 -1.851
H -1.326 -0.482 -0.662
H -0.432 -3.498 -2.529
H 2.059 -4.194 -1.017
H 2.728 -2.069 -1.466
H -0.157 -1.279 4.132
H -0.955 -1.535 2.762
H 3.098 -1.287 2.718
H 2.422 0.320 2.867
H -0.037 -0.343 0.967
H 1.823 -0.215 -0.750
H 2.919 -0.435 0.604
H 1.349 1.888 -0.287
H 1.008 1.577 1.395
H 2.706 3.232 1.089
H 3.442 1.848 1.872
H 4.819 2.946 0.093
H 3.608 2.613 -1.105
H 5.560 1.108 1.402
C 0.984 4.561 6.746
C 1.085 3.053 6.950
C 2.376 2.456 6.383
C 2.461 2.686 4.938
N 2.530 2.887 3.809
H 0.967 4.820 5.686
H 0.067 4.948 7.192
H 1.828 5.077 7.209
H 0.225 2.568 6.483
H 1.042 2.828 8.017
H 2.410 1.385 6.568
H 3.248 2.901 6.858
C -4.431 -1.926 -7.043
C -3.104 -1.253 -7.377
C -1.894 -2.092 -6.958
C -1.890 -2.319 -5.512
N -1.882 -2.474 -4.374
H -4.549 -2.070 -5.967
H -5.268 -1.314 -7.382
H -4.503 -2.898 -7.529
H -3.054 -0.277 -6.890
H -3.048 -1.074 -8.450
H -0.969 -1.582 -7.232
H -1.916 -3.058 -7.461
C 1.049 1.082 11.399
C 2.377 1.360 12.094
C 3.220 2.412 11.365
C 3.545 1.972 10.007
N 3.800 1.606 8.949
H 1.201 0.675 10.398
H 0.468 0.353 11.963
H 0.453 1.993 11.311
H 2.944 0.431 12.174
H 2.189 1.708 13.110
H 4.153 2.593 11.899
H 2.681 3.358 11.302
C -3.719 2.918 5.171
C -3.987 1.449 5.480
C -2.890 0.521 4.950
C -2.772 0.622 3.495
N -2.709 0.721 2.354
H -3.693 3.099 4.096
H -4.505 3.546 5.591
H -2.766 3.241 5.595
H -4.948 1.159 5.052
H -4.065 1.315 6.561
H -3.111 -0.516 5.205
H -1.924 0.776 5.390
C -2.080 -5.978 -11.381
C -1.098 -5.121 -10.590
C -1.058 -5.483 -9.100
C -2.370 -5.289 -8.478
N -3.402 -5.136 -7.999
H -3.103 -5.836 -11.032
H -2.054 -5.709 -12.437
H -1.834 -7.038 -11.296
H -1.364 -4.068 -10.701
H -0.096 -5.242 -11.003
H -0.334 -4.857 -8.577
H -0.763 -6.524 -8.966
C -3.364 3.428 -7.277
C -1.958 3.938 -7.568
C -1.456 3.541 -8.961
C -1.406 2.084 -9.103
N -1.363 0.942 -9.194
H -3.403 2.338 -7.287
H -3.693 3.757 -6.292
H -4.078 3.801 -8.013
H -1.270 3.556 -6.812
H -1.944 5.027 -7.492
H -0.455 3.936 -9.135
H -2.114 3.941 -9.734
```

Computed properties:
HOMO-LUMO gap ... 0.359 hartree
Net charge ... 0
DFT total energy ... -5298.4789 Eh
SMILES ... CCB(O)[C@]1([PH2]=O)C(=O)O[C@@](N)(CC(=O)Br)[C@H]1CCCCOC=O.CCCC#N.CCCC#N.CCCC#N.CCCC#N.CCCC#N.CCCC#N

---

The highest DFT total energy belongs to which entry?
C37H63IMnN6O6PSSb2